15
Properties=species:S:1:pos:R:3 method="wB97M-V/def2-TZVPD" total_energy_ev=-6814.9067 lumo_energy_ev="0.9 / 0.9" fmax_ev_per_a=6.9 homo_energy_ev="-7.21 / -7.21" total_charge=0 gap_ev="8.116 / 8.114"
C 2.26836 1.02407 0.19127
C 0.63755 -1.33741 -0.36953
C 0.41189 0.09436 -0.15483
C -1.92598 0.31596 -0.40807
C -2.67133 0.11190 0.65893
N -0.09810 1.16667 -0.19781
H -2.27665 0.37175 -1.43420
H 2.14790 2.07163 0.43133
H 2.78742 0.84127 -0.74291
H 2.61524 0.42249 1.02494
H -0.24973 -1.82823 -0.77007
H 0.88297 -1.82371 0.57653
H 1.46843 -1.47583 -1.06288
H -3.75307 -0.00661 0.60154
H -2.24490 0.05168 1.65576

=====

282
Properties=species:S:1:pos:R:3 method="wB97M-V/def2-TZVPD" s2=0.75 total_energy_ev=-128371.3465 lumo_energy_ev="-2.4 / -6.3" fmax_ev_per_a=4.5 homo_energy_ev="-8.98 / -8.98" total_charge=+1 gap_ev="6.533 / 2.672" multiplicity=2
C -1.39965 -4.42412 9.41491
C -0.52286 -3.17900 9.12371
C 0.64227 -3.25389 10.18411
C 1.64924 -4.28947 9.77011
C 2.33565 -3.91228 8.39589
C 1.40686 -3.11161 7.40303
N -0.03437 -3.41722 7.71688
O -0.98631 -3.03319 6.76717
C 1.73295 -1.59943 7.47609
C 1.69255 -3.65669 5.92517
C -1.37473 -1.86095 9.41575
H -0.91111 -5.37348 9.19547
H -2.28160 -4.37337 8.77642
H -1.79615 -4.32233 10.42512
H 1.08644 -2.27245 10.35020
H 0.18315 -3.64265 11.09306
H 1.24348 -5.30106 9.75815
H 2.37895 -4.37484 10.57531
H 2.64268 -4.86497 7.96436
H 3.16402 -3.28129 8.71797
H 0.81916 -1.10591 7.14514
H 1.94029 -1.17798 8.45970
H 2.61269 -1.26959 6.92350
H 2.71042 -3.88524 5.60926
H 1.21826 -4.63747 5.89026
H 1.20648 -3.13957 5.09787
H -0.59802 -1.11209 9.57078
H -2.00376 -1.96509 10.29981
H -2.06118 -1.43047 8.68666
H -1.34130 -3.88614 6.50630
C 6.39184 -1.39861 0.36748
C 6.65474 0.19171 0.64690
C 5.65493 1.01186 -0.25017
C 4.25685 1.24211 0.29829
C 4.41839 1.78165 1.71896
C 5.08019 0.81625 2.78041
N 6.36444 0.45786 2.11948
O 7.25976 -0.28064 2.92782
C 5.45844 1.65163 3.99631
C 4.15087 -0.33107 3.11440
C 7.99328 0.62271 0.28594
H 5.50336 -1.75501 0.88872
H 7.19450 -1.93529 0.87326
H 6.28965 -1.81793 -0.63344
H 6.02109 1.99277 -0.55322
H 5.44823 0.42019 -1.14197
H 3.67386 0.32333 0.36203
H 3.60002 1.98597 -0.15265
H 3.39486 1.93500 2.06095
H 4.91788 2.74095 1.58346
H 6.33135 2.28108 3.82331
H 4.75752 2.48393 4.06031
H 5.39590 1.14345 4.95857
H 3.97526 -0.89296 2.19705
H 4.69478 -0.95125 3.82689
H 3.19607 0.04565 3.48120
H 8.78367 0.05328 0.77495
H 8.19856 1.67261 0.49495
H 8.34794 0.52193 -0.73981
H 7.76985 0.45578 3.27292
C -5.26257 -1.94005 -2.36019
C -4.22035 -2.43634 -1.32940
C -4.99810 -2.91260 -0.06994
C -5.58450 -4.28484 -0.27927
C -4.53002 -5.27934 -0.94067
C -3.94844 -4.76884 -2.20356
N -3.36380 -3.39133 -1.90705
O -2.54593 -2.97061 -3.00825
C -2.73014 -5.78627 -2.50823
C -4.96109 -4.84097 -3.40543
C -3.46691 -1.22361 -0.89981
H -5.46907 -0.90874 -2.07408
H -6.19136 -2.49274 -2.21883
H -4.86652 -1.98878 -3.37452
H -4.30260 -2.96585 0.76763
H -5.84527 -2.31399 0.26484
H -6.52149 -4.07927 -0.79685
H -5.91483 -4.60326 0.70945
H -4.98824 -6.26232 -1.04972
H -3.72771 -5.33491 -0.20492
H -2.97064 -6.74376 -2.04621
H -2.68090 -5.96987 -3.58153
H -1.70214 -5.49252 -2.29602
H -4.81519 -3.95451 -4.02270
H -4.81754 -5.81101 -3.88136
H -5.92878 -4.87950 -2.90525
H -2.91343 -0.73316 -1.70058
H -2.62689 -1.36237 -0.21921
H -4.00236 -0.53531 -0.24587
H -1.69526 -2.75775 -2.61754
C -1.26090 2.80781 -8.67315
C 0.02593 2.04575 -8.17385
C 0.07041 0.64519 -8.78942
C 1.40538 -0.10400 -8.80345
C 2.53679 0.80168 -9.15391
C 2.63900 2.22197 -8.49382
N 1.23123 2.80657 -8.44325
O 1.20607 4.08291 -8.07961
C 3.18097 2.13173 -7.09717
C 3.49976 3.12192 -9.45124
C 0.00225 1.76446 -6.60832
H -1.06620 3.23000 -9.65902
H -1.64380 3.63771 -8.07921
H -1.98668 2.01798 -8.86684
H -0.58157 -0.04518 -8.25424
H -0.26883 0.66768 -9.82504
H 1.31249 -1.02354 -9.38130
H 1.67512 -0.40149 -7.79012
H 2.46948 0.82224 -10.24164
H 3.45852 0.28695 -8.88269
H 3.24488 3.14225 -6.69360
H 2.63053 1.50780 -6.39302
H 4.17583 1.68652 -7.10890
H 3.08607 3.45104 -10.40447
H 3.70300 4.08277 -8.97842
H 4.49531 2.67846 -9.46889
H 0.04162 2.71669 -6.07935
H 0.67485 1.08421 -6.08586
H -1.02379 1.55045 -6.30908
H 1.22924 4.02679 -7.12153
C -3.93559 3.63408 6.08053
C -4.40289 2.52115 5.17173
C -3.19292 1.83011 4.64182
C -3.56098 0.55751 3.90862
C -4.12693 -0.44715 4.84752
C -5.31224 0.16604 5.68269
N -5.30164 1.60013 5.93622
O -6.38580 2.16208 6.66923
C -6.61994 -0.25267 4.89376
C -5.27356 -0.50379 7.08962
C -5.25592 3.16347 4.00653
H -3.21432 3.32105 6.83543
H -4.79932 3.96884 6.65498
H -3.44166 4.50270 5.64506
H -2.82997 2.41106 3.79395
H -2.35059 1.56257 5.27979
H -2.84023 0.21380 3.16667
H -4.38284 0.82624 3.24497
H -3.40169 -0.97948 5.46294
H -4.57451 -1.28343 4.31048
H -7.38501 0.51993 4.97023
H -6.31391 -0.25164 3.84760
H -7.03513 -1.20154 5.23343
H -5.23937 -1.59256 7.12855
H -4.40329 -0.14525 7.63933
H -6.08631 -0.17057 7.73499
H -5.91814 3.89343 4.47207
H -5.82995 2.44719 3.41872
H -4.60124 3.71053 3.32814
H -5.95689 2.10568 7.52623
C 2.89102 -3.79115 -1.66096
C 2.60880 -4.58304 -0.36976
C 3.28670 -3.79485 0.77412
C 2.87595 -4.16135 2.20665
C 1.35311 -3.79051 2.25709
C 0.45739 -4.64672 1.26059
N 1.19773 -4.69930 -0.07627
O 0.37421 -5.21291 -1.07434
C 0.21112 -6.02481 1.96879
C -0.87671 -3.92723 1.24627
C 3.31251 -5.86845 -0.48378
H 3.97279 -3.67998 -1.73515
H 2.50784 -2.77076 -1.65198
H 2.55779 -4.22906 -2.60186
H 4.35962 -3.72031 0.59701
H 3.18984 -2.72124 0.61264
H 3.43727 -3.48779 2.85421
H 3.06978 -5.23367 2.23230
H 1.12609 -2.72555 2.30633
H 1.10703 -4.25144 3.21369
H -0.36356 -6.00421 2.89476
H -0.22299 -6.76361 1.29512
H 1.19625 -6.46701 2.11732
H -0.84247 -2.94258 0.78000
H -1.61560 -4.46072 0.64834
H -1.31380 -3.91580 2.24473
H 2.98586 -6.48063 -1.32440
H 3.29800 -6.47918 0.41894
H 4.37229 -5.76357 -0.71608
H 0.10544 -6.09814 -0.81797
C 1.05124 6.68679 2.81517
C 0.69166 6.16365 4.18843
C 1.98875 6.09499 5.02075
C 2.34115 7.49387 5.50485
C 1.27453 8.09075 6.33952
C -0.08266 8.20139 5.66983
N -0.28782 6.96472 4.92425
O -1.56395 6.77766 4.52371
C -1.15098 8.45160 6.84239
C -0.08922 9.34368 4.65688
C 0.27737 4.70431 3.99669
H 1.89072 6.23074 2.29039
H 1.21598 7.76162 2.89064
H 0.29862 6.45464 2.06166
H 1.82154 5.58691 5.97048
H 2.95746 5.70791 4.70473
H 2.54497 7.96938 4.54545
H 3.29927 7.47886 6.02435
H 1.69387 9.05354 6.63155
H 1.31527 7.50675 7.25897
H -2.07696 8.95602 6.56632
H -1.32949 7.71103 7.62199
H -0.68853 9.18231 7.50595
H -1.00831 9.23869 4.08039
H -0.09037 10.35861 5.05441
H 0.77758 9.46717 4.00763
H 0.09132 4.07218 4.86496
H 1.06957 4.15596 3.48695
H -0.69821 4.49974 3.55568
H -1.96245 6.19974 5.17854
C -0.61114 -4.01311 -8.19306
O 0.38708 -4.35927 -9.19396
C -0.23522 -4.80289 -10.45409
C 0.77581 -5.31191 -11.44976
N 1.84239 -4.41465 -11.81148
C 2.84718 -4.83846 -12.72768
C 4.13759 -3.98312 -12.66717
O 4.94229 -4.23144 -13.80374
C 6.08344 -3.30682 -13.82578
H -1.32208 -4.77027 -7.86235
H -1.22638 -3.17990 -8.53267
H -0.09058 -3.41647 -7.44396
H -0.73152 -3.89092 -10.78588
H -0.93601 -5.55139 -10.08429
H 0.42852 -5.51936 -12.46191
H 1.11053 -6.18558 -10.89051
H 2.31707 -3.99779 -11.02344
H 2.40185 -4.91865 -13.71932
H 3.12478 -5.88377 -12.59218
H 4.59371 -4.20153 -11.70159
H 3.77188 -2.95955 -12.74876
H 6.61307 -3.36251 -14.77683
H 6.85125 -3.55905 -13.09438
H 5.90673 -2.23492 -13.73688
C -0.54900 4.73041 -1.37726
O -1.27904 3.67825 -0.85272
C -1.97120 3.87366 0.37845
C -3.21992 4.74611 0.20745
N -4.03822 4.43677 -0.96839
C -4.84068 5.54577 -1.36730
C -5.26853 5.37969 -2.79185
O -6.10755 4.15790 -2.89361
C -6.20577 3.70546 -4.20972
H -1.25229 5.41509 -1.85127
H 0.12589 4.31412 -2.12514
H -0.08164 5.23260 -0.53021
H -1.20539 4.24004 1.06211
H -2.11400 2.86115 0.75599
H -2.81655 5.75076 0.08065
H -3.96316 4.80920 1.00226
H -3.52672 3.98961 -1.71573
H -4.60815 6.54124 -0.98907
H -5.74192 5.26311 -0.82327
H -4.27123 5.43373 -3.22841
H -5.78007 6.22300 -3.25581
H -6.74325 4.31884 -4.93289
H -6.59881 2.68880 -4.21279
H -5.25394 3.64124 -4.73697
C 0.27343 0.36392 3.92994
O 0.60904 0.39322 2.58285
C -0.06503 1.33381 1.70704
C 0.15644 0.79217 0.21773
N 0.97043 1.50859 -0.82259
C 0.60420 1.06478 -2.14118
C 1.05335 -0.24357 -2.60115
O 0.56562 -0.20625 -3.90561
C 1.20744 -1.23209 -4.76995
H 0.97217 -0.20868 4.53984
H -0.61833 -0.24977 4.05736
H 0.09723 1.35276 4.35333
H 0.33021 2.34198 1.83146
H -1.07729 1.40196 2.10551
H -0.70822 0.35473 -0.28136
H 0.76544 -0.09372 0.39777
H 0.83234 2.50660 -0.75185
H 1.05915 1.83604 -2.76269
H -0.44949 1.23547 -2.36184
H 0.46197 -1.01530 -2.10841
H 2.12197 -0.45839 -2.60231
H 0.83039 -1.12923 -5.78747
H 0.75828 -2.13485 -4.35595
H 2.25511 -1.49297 -4.62018